*1*
Here is a 12-piece molecular cluster, H26NO11 overall from the Open Molecules 2025 dataset. Energies are from ωB97M-V/def2-TZVPD.

Structure (ORCA input):
```
! RIJCOSX wB97M-V def2-TZVPD def2/J DEFGRID3
* xyz 1 1
N 23.88900 46.92000 56.54600
H 23.94300 45.96000 56.17300
H 23.64400 46.99100 57.50700
H 23.49800 47.66000 55.93700
H 24.79600 47.14100 56.87700
O 21.44400 44.78800 57.14700
H 21.46900 44.25400 56.34200
H 20.70700 45.32300 57.05100
O 21.23900 48.01000 57.82100
H 20.77000 48.79700 57.79600
H 20.79300 47.67500 56.97500
O 24.96000 44.41800 54.70800
H 25.85400 44.17100 54.75600
H 24.97800 45.27900 54.38900
O 21.87300 46.86800 60.11800
H 21.10500 46.23000 60.18500
H 21.58000 47.29700 59.31300
O 24.92800 48.82400 58.27300
H 25.69400 48.32100 58.32500
H 25.18100 49.52200 57.63300
O 21.48600 47.27100 53.95300
H 21.34800 46.36300 53.55900
H 20.67900 47.49300 54.41600
O 25.89400 47.21700 54.20100
H 26.30100 47.48100 53.38800
H 26.61600 47.29300 54.89100
O 27.22700 47.51000 57.96100
H 27.14300 46.59800 58.08600
H 27.64300 47.68900 56.99600
O 22.67100 49.85400 55.25700
H 22.51500 50.84700 55.18100
H 22.49800 49.68700 54.25500
O 22.93800 49.85400 59.82700
H 21.99600 49.45600 59.96200
H 23.48000 49.22400 59.33900
O 25.23700 49.94000 56.30700
H 26.05900 50.01000 55.78100
H 24.38100 50.14900 55.80300
*
```

Here are the Löwdin charges for atoms 1 to 5, given in e: atom 1 (N): 0.33, atom 2 (H): 0.12, atom 3 (H): 0.10, atom 4 (H): 0.12, atom 5 (H): 0.07

*2*
Here is a 12-piece molecular cluster, H26NO11 overall from the Open Molecules 2025 dataset. Energies are from ωB97M-V/def2-TZVPD.

Structure (ORCA input):
```
! RIJCOSX wB97M-V def2-TZVPD def2/J DEFGRID3
* xyz 1 1
N -0.28189 -0.54776 -0.07080
H 0.13299 0.17134 -0.65281
H -0.54553 -1.39650 -0.62620
H -1.19343 -0.23069 0.27009
H 0.28519 -0.74448 0.69640
O 2.03089 1.22701 1.08916
H 2.77712 0.67434 0.73699
H 2.57373 1.48144 1.84515
O -0.60188 3.29097 -2.01148
H -1.41390 2.73139 -2.02952
H 0.07411 2.58643 -1.75695
O -0.44820 -0.74349 3.11823
H -0.42404 0.01029 3.54254
H -1.26764 -1.14891 3.36298
O 2.23755 -0.46788 -2.91260
H 2.70808 -0.22247 -3.65103
H 1.30531 -0.77048 -3.09143
O 1.59742 1.72842 -1.48462
H 2.25833 1.80903 -0.81075
H 2.06926 0.98675 -1.93530
O -3.29480 -1.56884 -0.50158
H -4.03310 -1.31789 0.08442
H -3.49046 -1.18277 -1.34485
O 0.31061 -3.43923 -0.76484
H 1.19290 -3.60390 -0.51992
H 0.10152 -3.96984 -1.38067
O 2.07840 -1.84620 2.73377
H 1.41901 -1.34558 3.10096
H 1.77798 -2.80795 2.86091
O -0.59680 -0.96918 -3.15318
H -1.31446 -1.69877 -2.94934
H -0.98670 -0.30293 -3.57372
O -2.72998 1.78980 1.70209
H -3.01303 1.74188 2.71279
H -2.01088 2.37002 1.66318
O -0.06436 2.75081 1.59140
H 0.75518 1.96141 1.66734
H 0.02549 3.01439 2.44320
*
```

Here are the Löwdin charges for atoms 1 to 5, given in e: atom 1 (N): 0.34, atom 2 (H): 0.10, atom 3 (H): 0.10, atom 4 (H): 0.12, atom 5 (H): 0.07

Relative calculated energies, zero for the most stable structure, unit eV: *1* 0.000; *2* 0.206.